## 1
Here is a single C6H9NO2 molecule from the OMol25 dataset. Energies are from the ωB97M-V functional and the def2-TZVPD basis.

ORCA input file:
```
! RIJCOSX wB97M-V def2-TZVPD def2/J DEFGRID3
* xyz 0 1
O 2.88 -0.05 0.45
C 2.21 0.13 -0.60
O 0.95 0.43 -0.76
C 0.17 0.49 0.50
C 0.16 -1.00 0.87
C -0.85 -1.52 -0.27
N -1.75 -0.21 -0.64
C -1.22 0.80 0.25
C -0.48 2.03 0.20
H 2.76 0.24 -1.61
H -0.28 -1.43 1.87
H 1.22 -1.37 0.76
H -0.27 -2.08 -1.19
H -1.48 -2.31 0.25
H -1.30 -0.10 -1.46
H -1.84 0.80 1.18
H -0.91 2.82 0.91
H 0.04 2.32 -0.70
*
```

The molecular weight is 127.14 g/mol. Its HOMO energy is -8.99 eV. As for the structure (SMILES): O=CO[C@]12CCN[C@@H]1C2.

***

## 2
Here is 2 unconnected molecules or ions with the total composition C6H9NO2 from the OMol25 dataset. Energies are from the ωB97M-V functional and the def2-TZVPD basis.

ORCA input file:
```
! RIJCOSX wB97M-V def2-TZVPD def2/J DEFGRID3
* xyz 0 1
C 1.64 -1.73 -0.70
C 1.70 -0.50 -0.24
C -0.97 -0.31 1.22
C 0.06 0.53 0.50
C -1.19 0.24 -0.22
C -2.48 1.05 -0.50
N 2.82 0.37 -0.10
O 3.73 -0.08 0.55
O 2.73 1.48 -0.59
H 2.54 -2.36 -1.10
H 0.69 -2.13 -0.71
H -0.79 -1.30 1.51
H -1.55 0.11 2.09
H 0.40 1.40 0.84
H -1.20 -0.62 -0.86
H -2.92 1.51 0.37
H -3.14 0.51 -1.02
H -2.08 1.83 -1.04
*
```

The molecular weight is 127.14 g/mol. Its HOMO energy is -9.98 eV.

***

## 3
Here is a single C6H9NO2 molecule from the OMol25 dataset. Energies are from the ωB97M-V functional and the def2-TZVPD basis.

ORCA input file:
```
! RIJCOSX wB97M-V def2-TZVPD def2/J DEFGRID3
* xyz 0 1
O 3.05 -1.20 -0.20
C 2.07 -0.66 0.74
C 0.72 -0.45 0.16
N 1.02 -0.09 -1.06
O -0.05 0.10 -1.87
C -1.26 0.66 -1.29
C -1.49 1.52 -0.20
C -1.73 0.10 0.12
C -0.53 -0.56 0.91
H 2.80 -0.80 -1.12
H 2.07 -1.57 1.51
H 2.40 0.42 1.24
H -2.14 0.77 -1.83
H -2.22 2.23 -0.39
H -0.51 1.80 0.28
H -2.76 -0.47 0.04
H -0.93 -1.53 0.93
H -0.52 -0.29 2.03
*
```

The molecular weight is 127.14 g/mol. Its HOMO energy is -8.87 eV. As for the structure (SMILES): OCC1=NO[C@@H]2C[C@@H]2C1.

***

Which is the most stable structure? 3 is the most stable.

***

## 1
Here is a single C6H9NO2 molecule from the OMol25 dataset. Energies are from the ωB97M-V functional and the def2-TZVPD basis.

ORCA input file:
```
! RIJCOSX wB97M-V def2-TZVPD def2/J DEFGRID3
* xyz 0 1
C -0.52 2.23 1.34
C -0.76 1.10 0.75
C -1.16 -0.03 0.20
O -2.20 -0.70 0.82
C -0.38 -0.79 -0.83
N -0.83 -0.47 -2.20
C 1.13 -0.40 -0.65
C 1.81 -0.75 0.65
O 1.78 0.03 -1.61
H -1.31 2.79 1.82
H 0.49 2.61 1.41
H -2.63 -0.07 1.43
H -0.49 -1.87 -0.65
H -0.77 -1.32 -2.76
H -0.12 0.15 -2.61
H 1.92 0.15 1.25
H 2.80 -1.16 0.44
H 1.24 -1.50 1.20
*
```

The molecular weight is 127.14 g/mol. Its HOMO energy is -7.98 eV. As for the structure (SMILES): C=C=C(O)[C@@H](N)C(C)=O.

***

## 2
Here is a single C6H9NO2 molecule from the OMol25 dataset. Energies are from the ωB97M-V functional and the def2-TZVPD basis.

ORCA input file:
```
! RIJCOSX wB97M-V def2-TZVPD def2/J DEFGRID3
* xyz 0 1
C 0.41 2.23 -0.75
O 0.87 0.95 -0.31
C 0.16 0.31 0.83
C -1.33 0.07 0.45
C -1.36 -1.27 -0.43
O -2.10 -1.68 -1.22
N -0.24 -1.97 0.15
C 1.24 -1.75 -0.34
C 0.72 -1.06 0.90
H -0.51 2.13 -1.44
H 0.31 3.04 0.03
H 1.15 2.60 -1.54
H 0.37 0.90 1.67
H -1.86 -0.06 1.40
H -1.84 0.87 -0.06
H 1.24 -1.18 -1.24
H 1.79 -2.69 0.01
H 0.98 -1.43 1.89
*
```

The molecular weight is 127.14 g/mol. Its HOMO energy is -9.36 eV. As for the structure (SMILES): CO[C@H]1CC(=O)N2C[C@@H]12.

***

## 3
Here is a single C6H9NO2 molecule from the OMol25 dataset. Energies are from the ωB97M-V functional and the def2-TZVPD basis.

ORCA input file:
```
! RIJCOSX wB97M-V def2-TZVPD def2/J DEFGRID3
* xyz 0 1
H 0.57 -2.30 2.21
N -0.19 -1.65 2.01
C 0.15 -0.91 1.03
O 1.21 -1.07 0.30
C 1.50 0.40 -0.28
C 1.62 0.19 -1.76
O 2.10 1.21 0.37
C -0.77 0.24 0.52
C -1.06 1.17 1.45
C -1.72 -0.10 -0.59
H 2.68 0.18 -2.01
H 1.18 -0.76 -2.08
H 1.09 0.99 -2.28
H -0.41 1.32 2.31
H -2.01 1.69 1.47
H -2.10 -1.12 -0.48
H -2.58 0.57 -0.63
H -1.25 -0.03 -1.57
*
```

The molecular weight is 127.14 g/mol. Its HOMO energy is -9.73 eV. As for the structure (SMILES): [H]/N=C(\OC(C)=O)C(=C)C.

***

Which is the most stable structure? 3 is the most stable.